Entry 1:
# C19H19Cl3MnN4STe

A molecular structure, C19H19Cl3MnN4STe (ωB97M-V with the def2-TZVPD basis set, the OMol25 dataset).

E_tot: -4151.7482 a.u.
Energy above the lowest of the compared OMol25 structures with the same formula, charge and spin: 23.1 kJ/mol
Frontier orbital gap (spin up / spin down): 8.20 / 7.84 eV
LUMO (spin up / spin down): -5.49 / -5.84 eV

The geometry in ORCA input format:
```
! RIJCOSX wB97M-V def2-TZVPD def2/J DEFGRID3
* xyz 2 6
Mn 0.914 -0.656 0.376
Cl 1.430 -1.415 5.911
C 1.360 0.141 5.098
Cl -0.049 1.074 5.604
Cl 2.847 1.056 5.317
C 1.210 -0.116 3.655
N 1.096 -0.310 2.534
C 6.177 0.531 -1.096
N 4.928 -0.220 -0.957
C 4.679 -1.480 -1.442
C 3.406 -1.786 -1.085
N 2.870 -0.721 -0.387
C 3.824 0.200 -0.334
H 6.873 -0.066 -1.677
H 6.605 0.725 -0.116
H 5.991 1.467 -1.616
H 5.420 -2.037 -1.987
H 2.841 -2.682 -1.276
H 3.746 1.167 0.137
S -0.119 -2.818 0.196
C -1.024 -3.505 -1.095
N -1.472 -4.765 -0.890
C -2.204 -5.468 -1.782
C -2.535 -4.907 -2.981
C -2.093 -3.606 -3.244
C -1.347 -2.912 -2.317
H -1.233 -5.194 -0.003
H -2.492 -6.464 -1.480
H -3.122 -5.464 -3.695
H -2.340 -3.138 -4.189
H -1.002 -1.908 -2.513
C -1.728 2.446 -1.353
Te 0.083 1.956 -0.323
C -1.092 2.161 1.463
C -2.274 2.999 1.043
C -3.073 3.626 1.994
C -4.152 4.397 1.598
C -4.439 4.549 0.247
C -3.651 3.923 -0.704
C -2.571 3.139 -0.309
H -2.183 1.545 -1.760
H -1.458 3.112 -2.169
H -0.484 2.628 2.234
H -1.410 1.177 1.807
H -2.845 3.515 3.048
H -4.761 4.894 2.340
H -5.271 5.164 -0.065
H -3.875 4.043 -1.756
*
```

---

Entry 2:
# C43H68Cl2N2O5PSSeTl

A molecular structure, C43H68Cl2N2O5PSSeTl (ωB97M-V with the def2-TZVPD basis set, the OMol25 dataset).

E_tot: -6398.8988 a.u.
Energy above the lowest of the compared OMol25 structures with the same formula, charge and spin: 153.2 kJ/mol
Frontier orbital gap (spin up / spin down): 4.68 / 4.67 eV
LUMO (spin up / spin down): -2.23 / -2.23 eV

The geometry in ORCA input format:
```
! RIJCOSX wB97M-V def2-TZVPD def2/J DEFGRID3
* xyz 0 1
Tl -0.782 0.984 1.354
C 1.818 -4.135 -3.258
C 0.650 -4.797 -2.513
C -0.324 -5.349 -3.558
C 1.170 -5.977 -1.673
C -0.006 -3.804 -1.559
C 0.771 -3.142 -0.630
C 0.167 -2.351 0.331
Se 1.010 -1.379 1.698
C 2.610 -0.758 0.904
C 3.605 -1.565 0.374
C 4.708 -0.977 -0.212
C 4.724 0.426 -0.274
C 3.777 1.269 0.272
C 2.676 0.672 0.982
O 1.768 1.281 1.651
C 4.002 2.780 0.093
C 2.947 3.675 0.750
C 5.364 3.173 0.686
C 3.988 3.090 -1.413
C 5.892 -1.779 -0.742
C 6.047 -1.551 -2.253
C 7.172 -1.324 -0.023
C 5.720 -3.282 -0.505
C -1.256 -2.135 0.401
O -1.721 -1.355 1.311
C -2.046 -2.798 -0.606
C -1.401 -3.606 -1.514
C -3.569 -2.680 -0.586
C -4.227 -3.451 -1.732
C -4.081 -3.260 0.746
C -3.983 -1.208 -0.721
H 2.287 -4.858 -3.928
H 2.583 -3.761 -2.576
H 1.458 -3.294 -3.853
H 0.202 -6.060 -4.197
H -0.720 -4.551 -4.189
H -1.157 -5.878 -3.093
H 1.612 -6.740 -2.317
H 0.348 -6.429 -1.114
H 1.924 -5.650 -0.956
H 1.847 -3.242 -0.637
H 3.516 -2.638 0.466
H 5.562 0.886 -0.787
H 2.939 3.544 1.831
H 1.952 3.454 0.372
H 3.177 4.720 0.522
H 5.390 2.948 1.754
H 5.525 4.246 0.558
H 6.192 2.648 0.207
H 3.019 2.829 -1.845
H 4.760 2.537 -1.951
H 4.157 4.157 -1.577
H 6.193 -0.495 -2.485
H 5.158 -1.896 -2.783
H 6.911 -2.105 -2.628
H 7.393 -0.276 -0.229
H 8.024 -1.923 -0.356
H 7.066 -1.442 1.056
H 4.845 -3.666 -1.034
H 5.620 -3.508 0.558
H 6.596 -3.814 -0.881
H -2.007 -4.122 -2.243
H -4.057 -4.527 -1.653
H -3.866 -3.104 -2.702
H -5.304 -3.276 -1.699
H -3.680 -4.263 0.905
H -5.172 -3.316 0.742
H -3.765 -2.629 1.573
H -3.770 -0.855 -1.730
H -3.450 -0.576 -0.016
H -5.056 -1.105 -0.536
Cl 0.278 0.230 -1.615
C 0.123 1.662 -2.584
C 0.458 1.518 -3.922
C 0.348 2.586 -4.790
C -0.103 3.806 -4.315
C -0.427 3.943 -2.980
Cl -0.972 5.488 -2.423
C -0.333 2.882 -2.052
S -0.804 3.200 -0.402
H 0.806 0.555 -4.269
H 0.617 2.470 -5.831
H -0.211 4.654 -4.976
N -0.595 0.326 3.957
C -1.231 1.321 4.820
C -0.265 2.456 5.141
C 0.453 3.009 3.911
N -0.476 3.219 2.797
H -1.159 -0.513 3.875
H 0.324 0.069 4.295
H -1.588 0.893 5.765
H -2.095 1.709 4.281
H 0.494 2.111 5.848
H -0.830 3.250 5.637
H 1.206 2.305 3.557
H 0.966 3.933 4.203
H 0.000 3.689 2.031
H -1.271 3.788 3.071
C -5.796 4.000 3.493
C -6.002 4.021 1.986
O -5.450 2.881 1.336
P -3.825 2.603 1.304
O -3.854 1.677 -0.030
C -4.041 2.357 -1.281
C -3.403 1.549 -2.398
O -3.659 1.412 2.399
C -4.640 0.369 2.568
C -4.047 -0.715 3.445
H -6.238 4.892 3.938
H -4.730 3.982 3.729
H -6.265 3.119 3.932
H -5.575 4.937 1.565
H -7.066 4.002 1.751
H -3.582 3.349 -1.224
H -5.112 2.485 -1.452
H -2.478 1.101 -2.034
H -3.171 2.194 -3.245
H -4.069 0.754 -2.733
H -4.916 -0.032 1.592
H -5.530 0.800 3.028
H -3.153 -1.115 2.966
H -4.772 -1.518 3.574
H -3.789 -0.316 4.428
*
```

---

Entry 3:
# C3H6O2

A single C3H6O2 molecule (ωB97M-V with the def2-TZVPD basis set, the OMol25 dataset).

E_tot: -268.3975 a.u.
Energy above the lowest of the compared OMol25 structures with the same formula, charge and spin: 20.2 kJ/mol
Frontier orbital gap: 11.39 eV
Structure (SMILES): CCC(=O)O
LUMO: 0.80 eV

The geometry in ORCA input format:
```
! RIJCOSX wB97M-V def2-TZVPD def2/J DEFGRID3
* xyz 0 1
C 0.883 1.184 0.158
C -0.362 0.397 -0.248
C -0.276 -1.056 0.185
H 0.639 2.266 -0.071
H 1.867 0.945 -0.417
H 1.118 1.074 1.254
H -1.311 0.762 0.252
H -0.633 0.458 -1.379
H -1.153 -2.688 -0.250
O -1.174 -1.767 -0.537
O 0.402 -1.577 1.054
*
```

---

Entry 4:
# H2P2S4

A single H2P2S4 molecule (ωB97M-V with the def2-TZVPD basis set, the OMol25 dataset).

E_tot: -2276.6631 a.u.
Energy above the lowest of the compared OMol25 structures with the same formula, charge and spin: 133.2 kJ/mol
Frontier orbital gap (spin up / spin down): 6.02 / 5.88 eV
Structure (SMILES): S=P(S)=P(=S)S
LUMO (spin up / spin down): -2.46 / -2.51 eV

The geometry in ORCA input format:
```
! RIJCOSX wB97M-V def2-TZVPD def2/J DEFGRID3
* xyz 0 1
P -0.798 0.714 0.831
P 0.614 -0.478 -0.672
S 0.993 -2.281 -0.114
S -1.474 2.383 0.302
S 0.312 0.775 2.680
S -0.549 -0.404 -2.470
H 0.389 -0.640 2.693
H 0.513 -0.068 -3.249
*
```

---

Entry 5:
# CH4CaIO

A molecular structure, CH4CaIO (ωB97M-V with the def2-TZVPD basis set, the OMol25 dataset).

E_tot: -1090.7059 a.u.
Energy above the lowest of the compared OMol25 structures with the same formula, charge and spin: 242.3 kJ/mol
Frontier orbital gap: 7.39 eV
LUMO: -5.82 eV

The geometry in ORCA input format:
```
! RIJCOSX wB97M-V def2-TZVPD def2/J DEFGRID3
* xyz 1 1
Ca -0.198 2.147 2.699
I 0.875 1.959 0.650
C -0.087 -1.054 -0.635
O -0.727 0.240 -0.673
H -0.160 -1.619 -1.564
H 0.959 -0.810 -0.452
H -0.479 -1.711 0.142
H -0.182 0.849 -0.169
*
```

---

Entry 6:
# C22H46O8

8 unconnected molecules or ions with the total composition C22H46O8 (ωB97M-V with the def2-TZVPD basis set, the OMol25 dataset).

E_tot: -1467.6871 a.u.
Energy above the lowest of the compared OMol25 structures with the same formula, charge and spin: 0.0 kJ/mol
Frontier orbital gap (spin up / spin down): 2.27 / 6.58 eV
LUMO (spin up / spin down): 2.41 / 2.40 eV

The geometry in ORCA input format:
```
! RIJCOSX wB97M-V def2-TZVPD def2/J DEFGRID3
* xyz -1 2
C -0.167 4.053 2.356
C -0.043 5.050 1.241
O -0.627 6.156 1.216
C 0.739 4.691 0.008
H 0.804 3.944 2.839
H -0.620 3.103 2.073
H -0.885 4.477 3.057
H 1.543 3.984 0.213
H 1.192 5.596 -0.397
H 0.023 4.373 -0.749
C 2.903 0.495 3.241
C 1.984 0.028 4.374
O 1.891 -1.147 4.697
C 1.123 1.161 4.994
H 2.384 0.226 2.321
H 3.898 0.070 3.377
H 2.890 1.577 3.371
H 0.453 1.642 4.281
H 1.771 1.926 5.421
H 0.469 0.780 5.779
C -1.638 -4.192 -3.517
C -1.874 -2.827 -2.887
O -0.930 -2.112 -2.601
C -3.248 -2.392 -2.452
H -0.575 -4.372 -3.676
H -2.112 -4.376 -4.481
H -2.027 -4.955 -2.844
H -4.098 -2.635 -3.089
H -3.347 -1.332 -2.220
H -3.426 -2.850 -1.479
C 0.467 -3.952 2.670
C 0.706 -2.990 1.563
O 0.757 -1.746 1.743
C 0.908 -3.540 0.156
H -0.061 -4.845 2.335
H -0.062 -3.480 3.498
H 1.403 -4.260 3.135
H 1.983 -3.573 -0.018
H 0.538 -2.850 -0.602
H 0.464 -4.535 0.115
C 2.809 1.106 -0.784
C 4.041 0.974 -1.676
O 4.044 0.123 -2.535
C 5.246 1.951 -1.491
H 2.842 1.804 0.052
H 2.711 0.115 -0.340
H 1.897 1.328 -1.339
H 5.673 2.035 -0.491
H 4.822 2.904 -1.806
H 6.041 1.663 -2.179
C -5.256 -1.612 2.923
C -4.278 -1.588 1.761
O -4.659 -1.854 0.660
C -2.814 -1.431 2.059
H -6.276 -1.418 2.592
H -5.107 -0.743 3.564
H -5.226 -2.502 3.551
H -2.651 -1.590 3.125
H -2.389 -0.438 1.915
H -2.161 -2.120 1.524
C -1.017 2.308 -5.400
C 0.301 1.588 -5.261
O 1.116 1.582 -6.198
C 0.577 0.780 -3.972
H -1.812 1.634 -5.083
H -1.184 2.547 -6.450
H -1.003 3.198 -4.770
H -0.326 0.318 -3.575
H 0.969 1.394 -3.161
H 1.210 -0.091 -4.146
C -0.840 0.331 -0.656
O -0.163 0.732 0.519
H -0.136 -0.313 -1.182
H -1.752 -0.224 -0.433
H -1.032 1.184 -1.306
H 0.229 -0.044 0.926
*
```

---

Entry 7:
# C66H104Br4N11O6

11 unconnected molecules or ions with the total composition C66H104Br4N11O6 (ωB97M-V with the def2-TZVPD basis set, the OMol25 dataset).

E_tot: -13924.3251 a.u.
Frontier orbital gap: 3.90 eV
LUMO: -13.91 eV

The geometry in ORCA input format:
```
! RIJCOSX wB97M-V def2-TZVPD def2/J DEFGRID3
* xyz 7 1
C -1.657 -0.058 -1.199
N -0.427 0.054 -0.394
C -0.255 -0.653 0.723
C 0.964 -0.777 1.348
C 2.080 -0.150 0.784
C 1.830 0.693 -0.247
C 0.584 0.797 -0.847
C 3.501 -0.373 1.204
C 4.558 -0.003 0.329
C 5.832 -0.036 0.813
N 6.064 -0.446 2.101
C 5.132 -1.010 2.851
C 3.794 -0.994 2.395
C 7.510 -0.460 2.555
H -1.739 0.758 -1.909
H -2.499 -0.175 -0.534
H -1.668 -0.995 -1.746
H -1.137 -1.249 1.004
H 1.151 -1.567 2.076
H 2.629 1.346 -0.577
H 0.415 1.375 -1.765
H 4.482 0.365 -0.687
H 6.709 0.234 0.263
H 5.512 -1.424 3.776
H 3.048 -1.502 3.012
H 7.766 -1.480 2.853
H 7.683 0.201 3.425
H 8.175 -0.068 1.797
C -8.392 -1.303 -1.737
N -7.736 -0.610 -2.857
C -6.586 0.062 -2.646
C -6.017 0.739 -3.706
C -6.646 0.740 -4.912
C -7.787 -0.064 -5.120
C -8.315 -0.733 -4.058
C -6.066 1.514 -5.993
C -4.778 1.479 -6.421
C -4.353 2.314 -7.426
N -5.208 3.098 -8.010
C -6.531 3.160 -7.667
C -6.931 2.330 -6.692
C -4.789 4.055 -9.210
H -9.400 -0.912 -1.648
H -7.799 -1.027 -0.854
H -8.310 -2.362 -1.867
H -6.204 0.068 -1.656
H -5.145 1.372 -3.620
H -8.260 -0.084 -6.103
H -9.151 -1.432 -4.098
H -4.094 0.853 -5.919
H -3.309 2.275 -7.799
H -7.149 3.763 -8.309
H -7.971 2.277 -6.484
H -5.012 5.052 -8.858
H -5.388 3.794 -10.074
H -3.736 3.810 -9.369
C 4.862 4.408 2.540
N 3.383 4.174 2.361
C 2.751 4.679 1.318
C 1.429 4.401 1.139
C 0.759 3.611 2.107
C 1.464 3.077 3.182
C 2.773 3.453 3.325
C -0.681 3.375 2.065
C -1.593 4.341 1.672
C -2.928 3.999 1.693
N -3.281 2.753 2.032
C -2.449 1.773 2.353
C -1.128 2.084 2.348
C -4.746 2.386 2.081
H 5.118 5.264 1.926
H 5.432 3.545 2.183
H 5.030 4.521 3.604
H 3.366 5.322 0.710
H 0.878 4.817 0.311
H 0.910 2.436 3.859
H 3.412 3.110 4.131
H -1.302 5.281 1.275
H -3.761 4.682 1.483
H -2.796 0.810 2.612
H -0.359 1.388 2.663
H -4.875 1.380 1.637
H -5.222 3.132 1.414
H -5.060 2.458 3.123
C -10.962 -7.597 -0.848
N -9.628 -7.104 -0.515
C -9.444 -6.075 0.383
C -8.146 -5.634 0.603
C -7.095 -6.226 -0.064
C -7.319 -7.229 -0.964
C -8.639 -7.673 -1.200
C -5.764 -5.808 0.267
C -4.748 -5.891 -0.646
C -3.450 -5.801 -0.289
N -3.103 -5.626 0.996
C -4.055 -5.472 1.912
C -5.387 -5.554 1.569
C -1.656 -5.616 1.439
H -11.269 -8.364 -0.136
H -10.889 -8.062 -1.805
H -11.630 -6.719 -0.904
H -10.351 -5.658 0.794
H -7.939 -4.827 1.284
H -6.476 -7.713 -1.418
H -8.958 -8.525 -1.815
H -4.984 -6.115 -1.674
H -2.657 -5.815 -1.022
H -3.622 -5.371 2.884
H -6.088 -5.251 2.329
H -1.490 -4.796 2.134
H -0.957 -5.572 0.598
H -1.545 -6.565 2.001
C 0.360 -0.143 5.068
O 0.183 1.069 5.834
C 0.926 0.945 7.061
C 0.159 1.281 8.266
N -0.680 2.502 8.049
H -1.371 2.273 7.339
H -1.327 2.596 8.819
C -0.004 3.752 7.610
C -1.043 4.803 7.281
O -1.790 4.141 6.174
C -2.353 5.071 5.275
H 1.281 -0.117 4.505
H -0.467 -0.414 4.361
H 0.363 -1.072 5.671
H 1.737 1.673 7.001
H 1.418 0.003 7.121
H 0.918 1.579 8.974
H -0.495 0.507 8.659
H 0.475 3.443 6.685
H 0.755 4.010 8.354
H -0.447 5.661 6.958
H -1.641 5.139 8.136
H -3.158 4.587 4.705
H -1.613 5.384 4.549
H -2.622 6.001 5.859
C 6.696 7.201 -5.455
O 6.177 6.494 -4.317
C 6.729 5.227 -4.219
C 5.816 4.166 -4.902
N 4.669 3.735 -4.037
H 4.348 2.816 -4.374
H 5.015 3.587 -3.031
C 3.551 4.717 -4.000
C 2.515 4.489 -2.939
O 1.876 3.222 -3.053
C 1.063 3.116 -4.175
H 6.008 7.942 -5.840
H 6.782 6.497 -6.328
H 7.713 7.585 -5.184
H 6.801 4.995 -3.147
H 7.748 5.118 -4.586
H 6.307 3.194 -5.110
H 5.364 4.477 -5.847
H 3.117 4.651 -5.001
H 4.054 5.698 -3.846
H 1.803 5.292 -3.035
H 2.924 4.543 -1.914
H 0.308 2.369 -3.974
H 1.506 2.776 -5.125
H 0.502 4.035 -4.413
C 9.973 -3.885 -0.187
O 8.768 -4.618 -0.294
C 8.784 -5.929 0.273
C 7.389 -6.457 0.010
N 6.478 -5.514 0.721
H 6.853 -5.389 1.688
H 6.599 -4.579 0.309
C 5.014 -5.719 0.882
C 4.163 -5.146 -0.225
O 4.620 -3.803 -0.469
C 5.224 -3.399 -1.686
H 10.358 -3.769 0.814
H 9.851 -2.896 -0.690
H 10.737 -4.417 -0.736
H 8.947 -5.937 1.353
H 9.522 -6.550 -0.249
H 7.191 -7.457 0.353
H 7.099 -6.414 -1.050
H 4.744 -5.072 1.727
H 4.752 -6.751 1.101
H 3.145 -5.037 0.123
H 4.278 -5.668 -1.174
H 4.903 -2.384 -1.856
H 4.867 -3.978 -2.554
H 6.309 -3.394 -1.734
Br -4.164 -1.107 1.217
Br 0.962 -3.866 2.186
Br 4.817 3.467 -0.643
Br 6.745 -3.577 2.995
*
```

---

Entry 8:
# C4H8O

A single C4H8O molecule (ωB97M-V with the def2-TZVPD basis set, the OMol25 dataset).

E_tot: -232.4181 a.u.
Energy above the lowest of the compared OMol25 structures with the same formula, charge and spin: 72.2 kJ/mol
Frontier orbital gap: 10.76 eV
Structure (SMILES): C1CCOC1
LUMO: 1.14 eV

The geometry in ORCA input format:
```
! RIJCOSX wB97M-V def2-TZVPD def2/J DEFGRID3
* xyz 0 1
C 0.835 0.679 -0.114
C -0.648 0.805 0.108
C -1.146 -0.562 -0.373
O -0.086 -1.498 -0.172
C 0.986 -0.780 0.409
H 1.077 0.731 -1.193
H 1.441 1.469 0.353
H -1.136 1.624 -0.417
H -0.776 0.931 1.188
H -2.053 -0.874 0.157
H -1.338 -0.545 -1.451
H 0.899 -0.937 1.505
H 1.945 -1.042 0.000
*
```

---

Here are the calculated maximum force numbers, same order: 0.0100; 0.0301; 0.0412; 0.0372; 0.1579; 0.0626; 0.0766; 0.0258 (hartree/bohr).